A 10-piece molecular cluster, C27H78N6O15 overall in a non-equilibrium geometry. Source: OMol25; level of theory: ωB97M-V with the def2-TZVPD basis set.

Last columns: bonded neighbours and bond lengths (Å).
Geometry (Å):
1 C 4.30658 -2.18137 1.07729  O2 1.386, H7 1.094, H8 1.109, H9 1.112
2 O 5.09616 -1.60517 0.09533  C1 1.386, C3 1.393
3 C 5.22120 -0.22663 0.25504  O2 1.393, C4 1.534, H10 1.166, H11 1.139
4 C 5.70275 0.46673 -1.02556  C3 1.534, C5 1.504, N6 1.466, H12 1.085
5 C 5.59594 1.95765 -0.86152  C4 1.504, H13 1.111, H14 1.106, H15 1.106
6 N 4.72228 0.09350 -2.04942  C4 1.466, H16 1.023, H17 1.020
7 H 4.29614 -3.26337 0.91614  C1 1.094
8 H 3.26221 -1.83160 0.94597  C1 1.109
9 H 4.70907 -1.91961 2.08040  C1 1.112
10 H 4.14541 0.19457 0.41195  C3 1.166
11 H 5.84101 0.03532 1.17444  C3 1.139
12 H 6.70391 0.09685 -1.22299  C4 1.085
13 H 6.17912 2.33777 0.00495  C5 1.111
14 H 4.55004 2.28328 -0.70843  C5 1.106
15 H 5.99853 2.39913 -1.79205  C5 1.106
16 H 4.88891 0.59217 -2.92687  N6 1.023
17 H 4.68590 -0.91623 -2.18619  N6 1.020
18 C 1.70943 3.71231 1.29266  O19 1.438, H24 1.092, H25 1.123, H26 1.101
19 O 0.93162 4.39543 2.29121  C18 1.438, C20 1.387
20 C -0.05111 3.47176 2.61570  O19 1.387, C21 1.541, H27 1.092, H28 1.093
21 C -1.01351 4.00462 3.69413  C20 1.541, C22 1.536, N23 1.471, H29 1.097
22 C -0.27288 4.54799 4.92555  C21 1.536, H30 1.082, H31 1.108, H32 1.067
23 N -1.99840 2.97858 4.07121  C21 1.471, H33 1.022, H34 1.029
24 H 2.47392 4.37007 0.87388  C18 1.092
25 H 1.11824 3.31795 0.42308  C18 1.123
26 H 2.24180 2.87644 1.77170  C18 1.101
27 H -0.60977 3.22117 1.71192  C20 1.092
28 H 0.27891 2.51050 3.01759  C20 1.093
29 H -1.64716 4.82822 3.34296  C21 1.097
30 H -0.91010 5.10098 5.60316  C22 1.082
31 H 0.47252 5.24911 4.50067  C22 1.108
32 H 0.20137 3.85691 5.58517  C22 1.067
33 H -2.82729 3.39181 4.50417  N23 1.022
34 H -1.63701 2.46760 4.88747  N23 1.029
35 C 3.97990 -6.77227 -1.50611  O36 1.402, H41 1.064, H42 1.100, H43 1.104
36 O 2.99711 -5.87281 -1.06875  C35 1.402, C37 1.453
37 C 3.22403 -4.58568 -1.70248  O36 1.453, C38 1.490, H44 1.082, H45 1.129
38 C 2.08142 -3.62959 -1.66243  C37 1.490, C39 1.596, N40 1.443, H46 1.108
39 C 0.86226 -4.39911 -2.34643  C38 1.596, H47 1.100, H48 1.065, H49 1.109
40 N 2.49376 -2.44275 -2.37121  C38 1.443, H50 1.018, H51 1.006
41 H 4.93175 -6.31901 -1.36530  C35 1.064
42 H 3.80077 -7.07973 -2.54685  C35 1.100
43 H 3.93800 -7.69291 -0.89885  C35 1.104
44 H 4.07656 -4.11052 -1.23507  C37 1.082
45 H 3.34316 -4.79714 -2.80513  C37 1.129
46 H 1.91568 -3.33242 -0.60794  C38 1.108
47 H -0.05899 -3.81680 -2.49340  C39 1.100
48 H 0.73048 -5.29099 -1.78004  C39 1.065
49 H 1.14801 -4.79093 -3.34329  C39 1.109
50 H 2.30578 -2.50517 -3.36996  N40 1.018
51 H 1.87545 -1.70410 -2.08045  N40 1.006
52 C -1.56976 4.29329 -0.99011  O53 1.439, H58 1.094, H59 1.080, H60 1.127
53 O -2.54006 4.15145 -2.04388  C52 1.439, C54 1.383
54 C -3.34520 3.05297 -1.80272  O53 1.383, C55 1.548, H61 1.108, H62 1.094
55 C -4.28528 3.02304 -3.03228  C54 1.548, C56 1.534, N57 1.487, H63 1.091
56 C -5.10075 4.31984 -3.10640  C55 1.534, H64 1.072, H65 1.093, H66 1.092
57 N -5.03732 1.74904 -2.87894  C55 1.487, H67 0.991, H68 1.032
58 H -1.04691 5.23471 -1.18518  C52 1.094
59 H -0.91917 3.43637 -1.08693  C52 1.080
60 H -2.04994 4.25026 0.02904  C52 1.127
61 H -2.77708 2.10172 -1.83274  C54 1.108
62 H -3.88615 3.14648 -0.85626  C54 1.094
63 H -3.81678 2.97787 -4.01651  C55 1.091
64 H -4.46128 5.16218 -3.27928  C56 1.072
65 H -5.72317 4.48879 -2.22456  C56 1.093
66 H -5.86739 4.19338 -3.87333  C56 1.092
67 H -5.66612 1.89958 -2.12730  N57 0.991
68 H -5.66243 1.50418 -3.66281  N57 1.032
69 N 1.02784 0.22907 0.47280  C70 1.330, H73 1.012, H74 1.001
70 C 0.06871 -0.10012 -0.38799  N69 1.330, N71 1.341, O72 1.225
71 N -1.17331 0.08002 0.08343  C70 1.341, H75 1.021, H76 0.985
72 O 0.26956 -0.29146 -1.58120  C70 1.225
73 H 1.95516 0.10237 0.08914  N69 1.012
74 H 0.82532 0.25640 1.45270  N69 1.001
75 H -1.87727 -0.09608 -0.63539  N71 1.021
76 H -1.46494 -0.27662 0.95397  N71 0.985
77 O -0.81473 1.72845 -3.21905  C78 1.420, H81 0.935
78 C -0.17250 2.24113 -4.37671  O77 1.420, C79 1.496, H82 1.088, H83 1.094
79 C 1.29271 2.24818 -4.07443  C78 1.496, O80 1.464, H84 1.097, H85 1.084
80 O 1.98821 0.96076 -4.11925  C79 1.464, H86 0.982
81 H -0.59230 0.81985 -3.22097  O77 0.935
82 H -0.24161 1.65376 -5.29016  C78 1.088
83 H -0.41506 3.30633 -4.42793  C78 1.094
84 H 1.40113 2.62542 -3.05044  C79 1.097
85 H 1.84437 2.91602 -4.72675  C79 1.084
86 H 2.17127 0.62508 -3.21449  O80 0.982
87 O -3.70929 -1.36492 1.30937  C88 1.433, H91 0.982
88 C -4.44038 -0.17005 1.61146  O87 1.433, C89 1.452, H92 1.093, H93 1.121
89 C -4.17810 0.21011 2.98800  C88 1.452, O90 1.413, H94 1.146, H95 1.084
90 O -2.83232 0.30456 3.40716  C89 1.413, H96 0.970
91 H -3.50411 -1.78307 2.17426  O87 0.982
92 H -4.08726 0.58319 0.90195  C88 1.093
93 H -5.54363 -0.36153 1.57014  C88 1.121
94 H -4.64894 -0.59642 3.65221  C89 1.146
95 H -4.74126 1.12146 3.15288  C89 1.084
96 H -2.59798 1.23977 3.51319  O90 0.970
97 O -1.54249 -4.68455 0.35628  C98 1.418, H101 0.961
98 C -0.73666 -3.58198 0.73621  O97 1.418, C99 1.521, H102 1.076, H103 1.092
99 C 0.13885 -3.95747 1.92210  C98 1.521, O100 1.408, H104 1.060, H105 1.105
100 O 1.28686 -3.15631 2.07579  C99 1.408, H106 0.963
101 H -2.31258 -4.33010 -0.09701  O97 0.961
102 H -0.11622 -3.25271 -0.07848  C98 1.076
103 H -1.41074 -2.74430 0.92422  C98 1.092
104 H 0.48791 -4.95737 1.86970  C99 1.060
105 H -0.46779 -3.94173 2.84606  C99 1.105
106 H 2.06689 -3.58082 1.70452  O100 0.963
107 O -3.17719 -3.08525 -1.39833  C108 1.462, H111 0.987
108 C -2.37153 -2.29406 -2.32683  O107 1.462, C109 1.441, H112 1.094, H113 1.057
109 C -3.23984 -1.37794 -3.02267  C108 1.441, O110 1.430, H114 1.085, H115 1.075
110 O -3.78984 -0.48208 -2.05281  C109 1.430, H116 1.003
111 H -3.61301 -2.47049 -0.76050  O107 0.987
112 H -1.57144 -1.74509 -1.82132  C108 1.094
113 H -1.82273 -2.95399 -2.94351  C108 1.057
114 H -4.11837 -1.76594 -3.52786  C109 1.085
115 H -2.62810 -0.86020 -3.73862  C109 1.075
116 H -4.18331 0.33392 -2.48234  O110 1.003
117 O 0.72759 -0.83363 3.30332  C118 1.426, H121 0.973
118 C 0.25920 -1.18648 4.60276  O117 1.426, C119 1.518, H122 1.097, H123 1.089
119 C -0.24205 -0.02844 5.44671  C118 1.518, O120 1.418, H124 1.103, H125 1.067
120 O 0.77035 0.80887 5.97968  C119 1.418, H126 0.966
121 H 1.00882 -1.63367 2.82609  O117 0.973
122 H -0.56751 -1.90464 4.53194  C118 1.097
123 H 1.09747 -1.66740 5.10539  C118 1.089
124 H -0.77526 -0.45290 6.31402  C119 1.103
125 H -0.85777 0.49844 4.75270  C119 1.067
126 H 1.63503 0.41899 5.79812  O120 0.966

Output
**LUMO energy**: 0.6 eV
**Total energy**: -68913.311 eV
**Gap between HOMO and LUMO**: 9.52 eV
**E_HOMO**: -8.96 eV
**Largest force on an atom**: 0.0576 hartree/bohr
**SMILES string**: COC[C@H](C)N.COC[C@H](C)N.COC[C@H](C)N.COC[C@H](C)N.NC(N)=O.OCCO.OCCO.OCCO.OCCO.OCCO

Results of the Mulliken charge analysis, in e, for atoms 1 through 5:
1 C -0.1779
2 O -0.3421
3 C 0.1303
4 C 0.2050
5 C -1.2828